1.
Computed, not measured: the molecule C7H12O3 in a non-equilibrium geometry, with ωB97M-V with the def2-TZVPD basis set.

## Properties
- structure (SMILES) = C=C(C(C)=O)C(C)(C)OO
- energy (eV) = -13591.8244
- HOMO-LUMO gap (eV) = 10.06
- lowest unoccupied orbital energy (eV) = 0.653

Last column: Löwdin charge in e.
Positions of all 22 atoms, in Å:
C -0.981 -0.258 -1.981  0.110
C -0.525 -0.044 -0.739  -0.188
C -1.629 0.034 0.330  -0.390
C -1.790 1.389 0.981  -0.014
O -2.570 -0.759 0.342  0.074
C 0.835 -0.261 -0.156  -0.446
C 1.309 0.563 1.040  -0.029
C 1.955 -0.264 -1.200  -0.024
O 0.645 -1.739 0.292  -0.130
O 0.148 -1.996 1.634  -0.023
H -2.043 -0.237 -2.212  0.080
H -0.349 -0.570 -2.805  0.070
H -1.046 2.110 0.637  0.077
H -2.749 1.821 0.686  0.093
H -1.702 1.277 2.064  0.090
H 1.483 1.604 0.750  0.098
H 0.646 0.562 1.908  0.074
H 2.222 0.131 1.469  0.098
H 1.791 -1.013 -1.979  0.085
H 2.018 0.724 -1.672  0.101
H 2.924 -0.500 -0.747  0.090
H -0.590 -2.572 1.358  0.106

---

2.
Computed, not measured: a structure of composition C13H24AlCl2N2O in a non-equilibrium geometry, with ωB97M-V with the def2-TZVPD basis set.

## Properties
- charge = -1
- energy (eV) = -50542.0996
- HOMO-LUMO gap (alpha / beta) (eV) = 2.78 / 2.78
- lowest unoccupied orbital energy (alpha / beta) (eV) = 2.561 / 2.561

Last column: Löwdin charge in e.
Positions of all 43 atoms, in Å:
Al 0.419 -0.095 -0.910  -0.572
Cl 0.544 -2.279 -1.042  0.267
Cl 1.546 1.682 -0.279  0.272
C 2.312 -0.378 -2.424  -0.144
H 2.946 0.227 -1.773  0.020
H 2.683 -1.354 -2.726  0.062
C -1.284 0.491 -1.696  -0.277
C 1.233 0.129 -3.110  -0.274
H -2.110 0.511 -0.970  -0.048
C 0.790 -0.678 -4.305  -0.215
H 0.939 1.190 -3.090  0.104
C -0.475 -0.132 -4.988  -0.242
H 1.624 -0.649 -5.031  0.111
H 0.640 -1.736 -4.014  0.108
C -1.692 -0.237 -4.066  -0.239
H -0.284 0.911 -5.265  0.099
H -0.651 -0.701 -5.908  0.090
C -1.717 0.922 -3.021  -0.409
H -2.602 -0.198 -4.686  0.078
H -1.665 -1.210 -3.546  0.098
H -0.992 1.711 -3.302  0.062
H -2.734 1.354 -3.066  0.079
C -2.436 0.676 2.598  -0.028
N -1.142 0.304 3.120  -0.078
C -0.916 0.590 4.526  -0.179
C 0.288 -0.142 5.044  -0.177
C 1.430 0.026 4.082  -0.168
N 1.030 -0.453 2.771  -0.078
C 2.093 -0.926 1.897  -0.067
C -0.177 -0.099 2.250  -0.389
O -0.432 -0.176 0.998  -0.053
H -2.355 1.492 1.877  0.100
H -3.044 1.005 3.439  0.078
H -2.927 -0.177 2.122  0.101
H -0.795 1.676 4.674  0.130
H -1.806 0.289 5.095  0.120
H 0.049 -1.213 5.180  0.127
H 0.568 0.255 6.027  0.115
H 2.298 -0.556 4.407  0.118
H 1.721 1.095 4.040  0.139
H 2.640 -0.078 1.458  0.053
H 2.783 -1.526 2.512  0.089
H 1.659 -1.545 1.102  0.015

---

3.
Computed, not measured: a cluster of 7 separate species, C36H74BrO29PS8 in total in a non-equilibrium geometry, with ωB97M-V with the def2-TZVPD basis set.

## Properties
- structure (SMILES) = CCCCCC[C@H](O[C@](S)(CCCCCCCOC)[C@@](CCCS)(OCO)[PH2]=O)[C@@H](Br)CC.O=S1(=O)OCCO1.O=S1(=O)OCCO1.O=S1(=O)OCCO1.O=S1(=O)OCCO1.O=S1(=O)OCCO1.O=S1(=O)OCCO1
- energy (eV) = -263912.9829
- HOMO-LUMO gap (eV) = 8.39
- lowest unoccupied orbital energy (eV) = 0.213

Last column: Löwdin charge in e.
Positions of all 149 atoms, in Å:
C -2.528 -2.931 4.903  -0.102
C -1.376 -3.103 3.845  -0.245
C 0.010 -3.564 4.435  -0.200
C 1.213 -2.640 4.048  -0.192
C 1.480 -2.583 2.479  -0.219
C 1.897 -1.111 2.156  -0.148
C 2.242 -0.814 0.623  -0.322
O 1.729 0.400 0.117  -0.162
C 0.395 0.667 -0.190  -0.616
S -0.923 -0.268 0.726  0.881
C 0.202 0.512 -1.768  -0.132
C -1.281 0.424 -2.271  -0.207
C -1.819 -1.045 -2.467  -0.228
C -3.206 -1.073 -3.253  -0.191
C -4.312 -1.839 -2.434  -0.187
C -4.940 -0.962 -1.295  -0.157
C -5.505 -1.779 -0.079  -0.236
O -4.719 -2.917 0.278  -0.193
C -3.727 -2.485 1.223  -0.102
C 0.162 2.213 0.262  -0.484
C 0.780 3.275 -0.709  -0.153
C 2.255 3.077 -1.192  -0.271
C 3.375 3.529 -0.178  -0.543
S 4.954 3.758 -1.146  0.669
O -1.250 2.393 0.224  -0.151
C -1.804 3.257 1.159  -0.295
O -1.221 4.559 1.205  -0.057
P 0.982 2.431 1.944  0.827
O 0.224 1.889 3.148  -0.462
C 2.296 -2.087 -0.309  -0.618
Br 0.666 -3.007 -0.814  0.802
C 3.188 -1.687 -1.572  -0.257
C 4.730 -1.824 -1.279  -0.093
H -2.316 -3.369 5.907  0.037
H -2.754 -1.834 4.959  0.077
H -3.450 -3.381 4.452  0.067
H -1.235 -2.170 3.238  0.086
H -1.681 -3.881 3.097  0.097
H 0.247 -4.588 4.065  0.085
H -0.083 -3.528 5.552  0.106
H 0.919 -1.592 4.336  0.110
H 2.148 -2.843 4.627  0.110
H 2.242 -3.350 2.190  0.070
H 0.488 -2.772 2.015  0.062
H 1.081 -0.451 2.537  0.063
H 2.778 -0.883 2.815  0.126
H 3.349 -0.597 0.702  0.148
H -2.151 -0.005 0.196  -0.098
H 0.707 1.314 -2.349  0.101
H 0.698 -0.430 -2.112  0.089
H -1.312 0.884 -3.296  0.118
H -2.037 0.966 -1.664  0.088
H -1.062 -1.702 -2.965  0.089
H -2.037 -1.548 -1.490  0.060
H -3.548 -0.019 -3.355  0.105
H -3.011 -1.584 -4.218  0.090
H -3.972 -2.844 -2.088  0.116
H -5.139 -2.052 -3.164  0.104
H -4.219 -0.164 -0.989  0.097
H -5.821 -0.433 -1.745  0.107
H -6.536 -2.156 -0.286  0.123
H -5.619 -1.050 0.767  0.116
H -2.798 -3.103 1.152  0.090
H -4.115 -2.520 2.274  0.094
H -3.439 -1.433 0.975  0.045
H 0.709 4.308 -0.288  0.111
H 0.133 3.293 -1.624  0.132
H 2.491 2.053 -1.572  0.097
H 2.390 3.738 -2.089  0.100
H 3.573 2.668 0.496  0.037
H 3.115 4.426 0.419  0.072
H 5.527 2.501 -1.054  -0.127
H -1.884 2.849 2.201  0.131
H -2.876 3.406 0.847  0.142
H -1.607 5.066 1.923  0.098
H 2.316 1.929 1.997  0.033
H 1.106 3.854 2.125  0.037
H 2.945 -2.817 0.236  0.080
H 2.893 -2.338 -2.431  0.095
H 2.975 -0.629 -1.833  0.089
H 5.229 -0.917 -1.708  0.067
H 5.163 -2.686 -1.841  0.079
H 4.994 -1.845 -0.200  0.072
O 3.365 -5.141 1.475  -0.234
S 2.263 -5.921 1.947  0.616
O 0.915 -5.670 1.557  -0.227
O 2.336 -5.971 3.561  -0.200
C 2.423 -7.329 4.000  -0.163
C 3.114 -8.067 2.869  -0.169
O 2.590 -7.482 1.675  -0.184
H 1.408 -7.703 4.155  0.136
H 2.978 -7.390 4.934  0.137
H 2.918 -9.137 2.889  0.136
H 4.194 -7.895 2.885  0.133
O -5.598 -2.499 -6.482  -0.218
S -5.168 -1.139 -6.520  0.624
O -5.607 -0.164 -5.575  -0.228
O -5.425 -0.569 -8.012  -0.190
C -4.193 -0.114 -8.577  -0.170
C -3.120 -0.964 -7.921  -0.166
O -3.551 -1.116 -6.567  -0.210
H -4.071 0.942 -8.325  0.133
H -4.207 -0.229 -9.659  0.135
H -2.138 -0.498 -7.960  0.137
H -3.070 -1.957 -8.375  0.135
O 8.599 0.314 -5.501  -0.227
S 7.630 1.017 -4.722  0.630
O 6.339 0.479 -4.435  -0.234
O 7.453 2.495 -5.350  -0.179
C 7.752 3.482 -4.355  -0.189
C 8.755 2.820 -3.430  -0.165
O 8.317 1.461 -3.326  -0.196
H 6.827 3.726 -3.826  0.113
H 8.151 4.376 -4.817  0.097
H 8.787 3.288 -2.448  0.134
H 9.757 2.821 -3.866  0.137
O -2.990 -4.095 7.849  -0.237
S -4.000 -3.452 8.631  0.640
O -5.280 -4.036 8.871  -0.217
O -4.212 -1.960 8.045  -0.190
C -3.966 -0.998 9.072  -0.168
C -2.960 -1.656 9.999  -0.172
O -3.356 -3.029 10.053  -0.190
H -4.909 -0.799 9.588  0.133
H -3.587 -0.073 8.641  0.137
H -2.963 -1.218 10.995  0.134
H -1.950 -1.610 9.584  0.134
O -7.834 1.662 1.921  -0.222
S -8.178 1.137 0.639  0.629
O -8.370 -0.256 0.401  -0.219
O -7.116 1.706 -0.440  -0.204
C -7.805 2.425 -1.465  -0.168
C -9.054 2.970 -0.794  -0.171
O -9.477 1.931 0.091  -0.188
H -8.058 1.725 -2.264  0.135
H -7.172 3.216 -1.864  0.136
H -9.839 3.208 -1.508  0.136
H -8.827 3.855 -0.195  0.132
O 8.924 6.177 -3.545  -0.222
S 7.652 6.814 -3.690  0.631
O 6.640 6.327 -4.570  -0.212
O 7.905 8.378 -4.006  -0.183
C 7.272 9.182 -3.007  -0.164
C 7.268 8.324 -1.755  -0.165
O 7.007 6.997 -2.220  -0.197
H 6.255 9.402 -3.339  0.135
H 7.817 10.113 -2.868  0.137
H 6.509 8.634 -1.039  0.138
H 8.248 8.327 -1.270  0.135

---

Question: What is the formula in the third record?
Answer: C36H74BrO29PS8